15
Properties=species:S:1:pos:R:3 method="wB97M-V/def2-TZVPD" relative_energy_kj_mol=897.52 spin_multiplicity=1 homo_energy_ev=-14.07 total_charge=+1 largest_force_ev_per_a=4.7
C 0.62934 0.82912 -1.71907
C -1.45153 -0.30749 0.43158
C -1.52567 1.03258 -0.19233
C -0.22767 0.98587 -0.51646
C 0.71845 -0.63839 -1.35712
C 1.08052 -0.70869 0.90965
N -0.06170 -0.47320 -0.08416
H 0.19228 1.05719 -2.62546
H 1.77549 1.04047 -1.46333
H -1.54319 -0.48253 1.55605
H -2.03327 -1.07744 0.06742
H -2.15920 1.88546 -0.34475
H 1.11278 -0.01897 1.81434
H 0.87802 -1.73218 1.18169
H 2.16625 -0.47321 0.57075


36
Properties=species:S:1:pos:R:3 method="wB97M-V/def2-TZVPD" relative_energy_kj_mol=0.00 spin_multiplicity=1 homo_energy_ev=-4.44 total_charge=-1 largest_force_ev_per_a=1.4
Na 0.88276 -1.98367 -0.77717
Br 3.14855 -3.50521 0.03595
O 0.75467 -0.39550 -2.60319
H 1.47103 0.25028 -2.64540
O 1.34254 -0.10575 0.70796
S 1.53499 1.30024 0.81481
O 1.29953 1.98439 2.03814
O 3.04469 1.60164 0.45228
C 3.64139 0.74416 -0.56692
C 5.12743 0.96938 -0.51932
C 0.65387 2.11029 -0.45818
H 3.21796 0.98860 -1.54346
H 3.41660 -0.30243 -0.35503
H 5.63597 0.48263 -1.34842
H 5.53310 0.56438 0.41090
H 5.37552 2.03465 -0.50690
H -0.34709 2.27249 -0.05883
H 0.61875 1.46048 -1.33668
H 1.15564 3.06536 -0.59797
C -2.83652 0.84847 2.62791
O -1.86747 -0.09571 2.19465
P -2.09879 -0.98964 0.94071
O -1.07473 -1.98552 0.71376
O -3.55994 -1.54285 1.20349
C -4.05830 -2.56971 0.33836
O -2.22238 0.04431 -0.24744
C -2.03075 -0.42069 -1.61808
H -2.29608 1.72805 2.96867
H -3.41145 0.42461 3.45103
H -3.51539 1.13540 1.82312
H -3.60994 -3.52579 0.60205
H -3.83334 -2.35713 -0.70799
H -5.13550 -2.59296 0.47064
H -2.79254 0.05442 -2.23408
H -2.13740 -1.50238 -1.68842
H -1.02736 -0.18934 -1.98091


13
Properties=species:S:1:pos:R:3 method="wB97M-V/def2-TZVPD" relative_energy_kj_mol=247.84 spin_multiplicity=1 homo_energy_ev=-9.55 largest_force_ev_per_a=3.0 smiles="CC#COC(C)=O"
C -0.37142 -1.84281 -0.22082
C 0.54137 1.45777 0.09471
C -0.29098 -0.65706 -0.36782
C -0.54777 -3.23189 0.04858
C 0.29857 3.03626 -0.01427
O -0.39980 0.68418 -0.42601
O 1.52465 1.02690 0.57662
H 0.10686 -3.37335 0.88106
H -0.08796 -3.86243 -0.80094
H -1.58287 -3.40240 0.27828
H 1.28318 3.36094 -0.23730
H 0.00625 3.50334 0.90081
H -0.48008 3.30054 -0.71289


8
Properties=species:S:1:pos:R:3 method="wB97M-V/def2-TZVPD" relative_energy_kj_mol=259.37 spin_multiplicity=1 homo_energy_ev=-9.47 largest_force_ev_per_a=6.0
C -0.44211 0.75959 -0.24244
C -0.08243 -0.36804 0.62547
O 1.21339 -1.32658 -0.20705
S -1.65888 -0.59891 -0.15276
H -0.65871 1.75739 0.28308
H 0.08749 0.80565 -1.08134
H 0.07789 -0.39850 1.63353
H 1.46336 -0.63061 -0.85850


28
Properties=species:S:1:pos:R:3 method="wB97M-V/def2-TZVPD" spin_multiplicity=2 homo_energy_ev="0.42 / -3.52" total_charge=-1 largest_force_ev_per_a=1.7 s2=0.758
C -0.02451 -0.92065 2.00281
C -1.19209 -0.09275 1.53354
C -1.91107 0.69938 2.38318
C -0.45297 0.13230 -0.81771
C -1.44864 -0.07890 0.10915
C -2.87513 -0.28416 -0.35749
C -0.67085 0.43879 -2.25927
H -0.11127 -1.39367 2.98864
H 0.20445 -1.75732 1.34317
H 0.80317 -0.19639 2.12710
H -2.76952 1.27737 2.03965
H -1.98988 0.62369 3.46535
H 0.56108 0.25486 -0.44569
H -3.52636 0.59138 -0.20214
H -2.89666 -0.59696 -1.40089
H -3.38625 -1.04180 0.24700
H -1.29846 -0.27310 -2.84551
H -1.35805 1.29003 -2.41010
H 0.25494 0.58420 -2.80906
H 0.92965 -1.51868 -3.50860
H 1.12904 -1.86363 -2.01022
O 1.59245 -1.60578 -2.81951
H 1.12921 3.24898 1.83558
H 1.67738 2.07672 1.19482
O 1.88018 2.64436 1.95519
H 3.48164 -1.13493 0.08575
H 3.29328 -1.42064 -1.54508
O 3.43161 -0.81857 -0.81297


111
Properties=species:S:1:pos:R:3 method="wB97M-V/def2-TZVPD" spin_multiplicity=1 homo_energy_ev=-9.93 total_charge=+1 largest_force_ev_per_a=6.1
C 0.34714 -1.58582 -1.30116
C -0.94202 -1.10121 -2.21154
O -2.19259 -0.99781 -1.43767
C -3.37308 -0.88586 -2.32569
C -3.82331 -2.40838 -2.73852
O -4.23415 -2.54456 -4.17171
C -3.41331 -3.67341 -4.67248
C -3.81998 -4.14954 -6.19387
O -2.83307 -3.62552 -7.15392
C -2.41694 -4.63768 -8.13608
P -0.75111 -5.52837 -7.65917
F -0.61457 -6.85289 -8.85168
N 0.60584 -4.43452 -7.99307
C 1.09260 -3.80966 -6.87755
C 0.25146 -2.95073 -5.76714
C 2.73690 -3.96973 -6.61704
P -0.78008 -6.46771 -5.70532
N 0.48439 -6.16975 -4.74658
H 0.52604 -2.75137 -1.38709
H 1.33992 -0.98136 -1.54485
H 0.11162 -1.37435 -0.15369
H -0.63895 -0.07801 -2.73958
H -1.06123 -1.89120 -3.08647
H -3.09738 -0.22068 -3.25530
H -4.19887 -0.31414 -1.69236
H -4.72562 -2.80745 -2.09328
H -2.90838 -3.11563 -2.50947
H -2.28202 -3.32908 -4.61167
H -3.50293 -4.64950 -3.99175
H -4.92223 -3.80596 -6.47276
H -3.72015 -5.33367 -6.23316
H -2.20708 -4.09191 -9.17579
H -3.23566 -5.44866 -8.35803
H -0.73133 -2.44933 -6.15520
H 0.96323 -2.05237 -5.43276
H 0.04004 -3.55106 -4.75935
H 3.06777 -3.55738 -5.57062
H 3.07674 -5.09833 -6.80168
H 3.29400 -3.35076 -7.47230
H -2.02807 -6.09781 -5.03285
H -0.80156 -7.92353 -5.90485
H 0.99428 -7.06057 -4.52867
C -9.45894 0.81668 -2.56420
O -9.25429 0.34569 -1.24272
C -8.43098 -0.81873 -1.19943
C -7.62403 -0.85943 0.10295
O -6.51415 0.04930 0.11764
C -6.84029 1.44007 0.24475
C -7.37137 1.81731 1.63115
O -8.74268 1.43934 1.75672
C -9.10921 1.17035 3.10181
H -10.02583 0.08577 -3.14411
H -10.02763 1.74955 -2.51089
H -8.50227 1.02959 -3.05115
H -7.73553 -0.83849 -2.05073
H -9.08962 -1.69101 -1.25097
H -7.18227 -1.85827 0.19072
H -8.25722 -0.72209 0.98079
H -7.51348 1.76096 -0.55290
H -5.89632 1.97401 0.08939
H -7.31888 2.90311 1.76197
H -6.75976 1.33036 2.39962
H -8.48362 0.37360 3.51772
H -10.14741 0.82726 3.10989
H -9.02703 2.07617 3.70808
C 2.78912 2.27467 2.55842
O 3.63881 1.14313 2.47095
C 3.09433 0.11385 1.64650
C 4.21467 -0.67572 0.96064
O 4.81895 0.02322 -0.13671
C 5.66960 1.12465 0.20972
C 6.98504 0.69558 0.86699
O 6.77051 0.37231 2.24125
C 7.70642 -0.57893 2.72621
H 1.85839 2.01215 3.06508
H 3.30543 3.04660 3.13637
H 2.57981 2.67872 1.56312
H 2.43344 0.53728 0.87664
H 2.51558 -0.55436 2.29140
H 3.76854 -1.57493 0.52140
H 4.96769 -1.01874 1.67176
H 5.13336 1.86242 0.81017
H 5.91200 1.61308 -0.74054
H 7.69971 1.52444 0.83448
H 7.40013 -0.16151 0.32402
H 7.65878 -1.49952 2.13511
H 7.44038 -0.82296 3.75835
H 8.71748 -0.16400 2.70590
C 6.58328 3.91524 4.59686
O 5.65571 4.67490 5.35354
C 4.50964 3.91525 5.73436
C 3.95525 4.41208 7.07407
O 4.73267 3.99555 8.20543
C 5.99960 4.64632 8.37323
C 5.87976 6.11381 8.79586
O 5.56045 6.93013 7.66857
C 4.84478 8.10093 8.03323
H 6.14481 3.62431 3.64031
H 7.46449 4.53639 4.41211
H 6.90311 3.02933 5.15413
H 4.75944 2.84844 5.82526
H 3.75384 4.04382 4.95360
H 2.96885 3.95679 7.21648
H 3.80175 5.49227 7.07778
H 6.62474 4.52540 7.48611
H 6.49909 4.10282 9.18281
H 6.84003 6.46251 9.18971
H 5.11412 6.20640 9.57492
H 3.91744 7.83735 8.55257
H 4.58149 8.63819 7.11798
H 5.46402 8.74647 8.66145